(1)
{"formula": "C2HClN2S", "method": "the ωB97M-V functional and the def2-TZVPD basis", "homo_lumo_gap_ev": [8.04, 6.08], "lumo_ev": [-1.2393, -2.5665], "charge": 0, "homo_ev": [-9.2774, -8.6477], "de_lowest_kj_mol": 401.7, "energy_ev": -28422.384, "largest_force_ha_per_bohr": 0.0787, "elements": ["C", "C", "N", "N", "S", "Cl", "H"], "positions_angstrom": [[-0.02392, 1.52011, -0.16791], [-0.04869, 0.70043, -1.06195], [-1.08129, -0.69632, 1.27906], [-0.44438, -1.61549, 1.16000], [0.30298, -0.51134, -2.07191], [1.20392, -1.88515, 0.68435], [0.09139, 2.48775, 0.17836]], "forces_ev_per_a": [[-0.33, 0.39, -0.07], [0.80, -1.25, -1.14], [0.25, -0.07, 0.13], [-3.88, 0.05, 1.14], [-0.52, 0.12, -0.28], [3.63, -0.42, -0.69], [0.07, 1.17, 0.92]], "mulliken_charge": [-0.051, -0.136, -0.079, 0.151, -0.143, -0.090, 0.349]}



(2)
{"formula": "C3H13N2O", "method": "the ωB97M-V functional and the def2-TZVPD basis", "homo_lumo_gap_ev": 11.89, "lumo_ev": -2.9902, "charge": 1, "homo_ev": -14.8843, "de_lowest_kj_mol": 137.3, "energy_ev": -8342.559, "largest_force_ha_per_bohr": 0.0479, "elements": ["C", "N", "H", "H", "H", "H", "H", "H", "C", "N", "C", "O", "H", "H", "H", "H", "H", "H", "H"], "positions_angstrom": [[0.32002, -1.92754, -1.39282], [1.02697, -0.60968, -1.44432], [0.15049, -2.20021, -0.33912], [-0.60823, -1.97124, -1.90782], [0.98682, -2.77048, -1.65222], [2.02501, -0.72375, -1.25896], [0.57388, 0.27268, -0.46784], [0.93736, -0.12111, -2.33311], [-0.97830, 1.88864, -0.51747], [0.00195, 1.01706, 0.25555], [-0.69819, 0.24212, 1.30538], [0.23846, -0.44380, 2.10873], [-1.74186, 1.25444, -0.93343], [-0.51896, 2.33490, -1.42787], [-1.35586, 2.64024, 0.14316], [0.66178, 1.66726, 0.68680], [-1.27912, 0.80076, 2.07011], [-1.39346, -0.53710, 0.87769], [0.59081, -1.16695, 1.62359]], "forces_ev_per_a": [[1.84, -0.81, 1.42], [0.11, -0.41, -0.13], [-0.35, 0.51, -0.13], [-0.54, 0.25, -0.60], [-0.36, 0.57, -0.70], [-0.24, -0.12, -0.25], [-0.52, 0.24, -0.03], [0.05, -0.42, -0.06], [1.18, -0.74, -0.98], [-1.01, 1.23, -0.07], [-0.53, -1.82, 1.53], [-0.31, 1.40, 0.13], [-0.57, -0.25, 0.29], [0.16, -0.11, 0.96], [-0.39, 0.40, 0.18], [0.04, -0.35, 0.24], [0.35, 0.41, -1.06], [0.57, 1.19, -0.26], [0.54, -1.15, -0.50]], "mulliken_charge": [-0.766, -0.580, 0.218, 0.323, 0.336, 0.306, 0.425, 0.299, -0.923, -0.078, -0.503, -0.500, 0.372, 0.322, 0.386, 0.322, 0.379, 0.346, 0.316]}